{"formula": "C27H41BrO21Sb", "method": "ωB97M-V with the def2-TZVPD basis set", "elements": ["C", "C", "C", "Sb", "C", "C", "C", "Br", "H", "H", "H", "H", "H", "H", "H", "H", "H", "H", "H", "H", "H", "C", "C", "O", "C", "O", "O", "H", "H", "H", "H", "C", "C", "O", "C", "O", "O", "H", "H", "H", "H", "C", "C", "O", "C", "O", "O", "H", "H", "H", "H", "C", "C", "O", "C", "O", "O", "H", "H", "H", "H", "C", "C", "O", "C", "O", "O", "H", "H", "H", "H", "C", "C", "O", "C", "O", "O", "H", "H", "H", "H", "C", "C", "O", "C", "O", "O", "H", "H", "H", "H"], "xyz": [[-0.982093, 3.026518, -2.498732], [0.080584, 2.515218, -2.745269], [1.436401, 1.953796, -2.829874], [2.385231, 2.039860, -0.766953], [2.402427, -0.197891, -0.759303], [2.756842, -0.839865, 0.605489], [1.548316, -1.433369, 1.387994], [-0.052328, -0.315269, 1.355057], [-1.782710, 3.512778, -1.985435], [2.047220, 2.479419, -3.575340], [1.338336, 0.899789, -3.128862], [0.787391, 2.135180, -0.040334], [3.088094, 2.131202, 0.850417], [3.994698, 2.122422, -1.488631], [2.348565, 3.819721, -0.848860], [3.205034, -0.499080, -1.454665], [1.450718, -0.549949, -1.180784], [3.419509, -1.700225, 0.425241], [3.255823, -0.128497, 1.281005], [1.301959, -2.432126, 0.976916], [1.885834, -1.596924, 2.419973], [-3.944769, 4.909591, 0.548524], [-4.800209, 6.058823, 0.087988], [-3.885104, 6.833186, -0.697846], [-2.898013, 5.995428, -1.125396], [-2.079314, 6.290263, -1.932049], [-2.980138, 4.790994, -0.505588], [-4.503029, 3.986494, 0.666057], [-3.422552, 5.127351, 1.482967], [-5.629435, 5.739185, -0.547494], [-5.192709, 6.640764, 0.910953], [3.204406, -6.186753, 2.151482], [1.890502, -5.486399, 1.928113], [2.256260, -4.369411, 1.109265], [3.415054, -4.698055, 0.473669], [3.904271, -4.066396, -0.402843], [3.939679, -5.848397, 0.973025], [3.103095, -7.271785, 2.241549], [3.738740, -5.803158, 3.024752], [1.174738, -6.102995, 1.379082], [1.431086, -5.151503, 2.856033], [3.570175, -9.104593, -1.515155], [4.902912, -9.736816, -1.192989], [5.091317, -9.384193, 0.182853], [3.873296, -9.148642, 0.716548], [3.668722, -8.988719, 1.881914], [2.917095, -9.111122, -0.233717], [2.997179, -9.662684, -2.240492], [3.662342, -8.072984, -1.855245], [4.881595, -10.825756, -1.278337], [5.710749, -9.352331, -1.802228], [-5.103055, 0.123315, -0.910076], [-6.421846, -0.240022, -0.270944], [-6.318425, 0.358720, 1.021978], [-5.418375, 1.373257, 0.930684], [-5.217519, 2.178959, 1.779284], [-4.773671, 1.348919, -0.259403], [-5.179108, 0.263645, -1.985884], [-4.319138, -0.607601, -0.703059], [-7.275726, 0.196499, -0.794707], [-6.568729, -1.314978, -0.189625], [-5.134198, 8.381103, 4.574524], [-6.579210, 8.581576, 4.957909], [-7.273259, 7.987416, 3.853957], [-6.429569, 7.091693, 3.276528], [-6.730188, 6.314563, 2.430206], [-5.179468, 7.201157, 3.778062], [-4.487789, 8.242124, 5.437699], [-4.740835, 9.197530, 3.967927], [-6.847587, 8.051820, 5.874748], [-6.846153, 9.630400, 5.066662], [7.111325, -9.186864, -5.948846], [6.929820, -10.681906, -5.862070], [6.070416, -10.823781, -4.728544], [5.395926, -9.658012, -4.577825], [4.483086, -9.502980, -3.829348], [5.894212, -8.694784, -5.384506], [7.235498, -8.835098, -6.970260], [7.949006, -8.829778, -5.346628], [6.428060, -11.095590, -6.739132], [7.866741, -11.212287, -5.708096], [-1.973625, 9.075549, 1.140827], [-0.693186, 8.417305, 1.583917], [-0.504785, 8.960986, 2.896659], [-1.712410, 9.347460, 3.362602], [-1.920715, 9.680076, 4.487370], [-2.655152, 9.303302, 2.383524], [-2.566553, 8.443462, 0.482448], [-1.804318, 10.037159, 0.651781], [-0.782004, 7.332277, 1.660391], [0.148440, 8.656866, 0.939204]], "atomic_forces_ev_per_a": [[-0.265, 0.124, 0.380], [1.218, -0.188, 0.052], [-1.241, -0.050, -0.631], [-0.305, 0.644, 0.344], [0.726, -0.370, 0.313], [-1.151, -0.103, -0.131], [1.118, -0.707, -0.528], [0.173, -0.313, 0.273], [0.004, -0.125, -0.378], [-0.042, -0.031, 0.259], [0.280, 0.140, 0.075], [-0.067, -0.133, -0.166], [0.171, -0.161, 0.146], [0.194, -0.250, -0.238], [0.063, 0.033, -0.077], [-0.304, 0.282, -0.028], [0.123, 0.002, 0.270], [-0.019, 0.225, 0.267], [0.025, -0.019, -0.323], [-0.268, 1.004, 0.157], [-0.543, 0.218, -0.067], [-0.138, -0.319, 0.265], [-0.238, 0.110, 0.075], [0.147, -0.157, -0.017], [0.121, -0.293, -0.040], [0.017, 0.177, 0.005], [-0.184, 0.608, -0.138], [0.203, -0.027, -0.059], [0.018, 0.012, -0.033], [0.054, -0.011, -0.024], [0.092, 0.141, -0.109], [-0.119, -0.370, 0.507], [-0.317, 0.030, 0.166], [0.483, -0.594, -0.046], [0.007, 0.135, -0.103], [0.014, -0.041, -0.069], [-0.201, 0.140, -0.073], [0.059, 0.625, -0.068], [-0.003, 0.106, -0.070], [0.051, 0.000, -0.025], [0.000, 0.207, -0.107], [-0.233, 0.145, -0.019], [0.096, -0.116, -0.136], [-0.256, -0.039, 0.082], [-0.007, 0.013, -0.037], [0.158, -0.622, -0.077], [0.277, 0.002, 0.227], [-0.232, -0.067, 0.259], [0.046, -0.011, 0.060], [-0.041, 0.022, 0.016], [0.124, 0.139, 0.262], [0.174, -0.236, -0.341], [-0.201, -0.232, -0.140], [0.155, 0.120, -0.107], [0.198, 0.025, -0.005], [-0.172, -0.021, 0.138], [-0.272, -0.033, 0.181], [0.086, 0.203, 0.051], [-0.005, 0.038, 0.045], [0.033, 0.040, 0.017], [0.000, 0.045, 0.208], [0.403, 0.455, 0.327], [-0.086, 0.116, 0.198], [0.220, -0.173, -0.033], [0.116, -0.035, 0.003], [-0.374, -0.037, 0.004], [-0.293, -0.035, -0.016], [0.090, -0.151, -0.127], [-0.004, -0.016, 0.016], [-0.011, -0.057, -0.063], [-0.126, -0.046, -0.184], [0.311, 0.172, -0.210], [0.235, -0.248, -0.224], [-0.055, 0.235, 0.002], [-0.121, 0.096, -0.092], [0.278, -0.122, -0.665], [-0.037, -0.268, 0.121], [-0.186, 0.115, 0.049], [-0.042, -0.021, 0.032], [-0.040, 0.040, 0.031], [-0.101, -0.062, 0.189], [-0.177, -0.059, -0.506], [0.199, -0.249, -0.276], [-0.309, 0.126, 0.028], [0.136, -0.077, -0.011], [-0.195, 0.038, 0.006], [0.322, 0.000, 0.258], [-0.127, 0.059, 0.164], [0.021, 0.014, 0.081], [-0.010, 0.022, 0.026], [0.079, 0.052, 0.180]], "lumo_ev": 1.3, "energy_ev": -148236.1095, "fmax_ev_per_a": 1.425, "charge": -1}

{"formula": "H12O5S2", "method": "ωB97M-V with the def2-TZVPD basis set", "elements": ["S", "S", "H", "H", "H", "H", "O", "H", "H", "O", "H", "H", "O", "H", "H", "O", "H", "H", "O"], "xyz": [[-1.497394, 2.343624, -0.283329], [0.685785, 2.704293, 0.293137], [-2.004884, 2.385596, 0.952611], [1.247404, 1.532936, -0.057352], [-0.449215, -0.795050, -2.778632], [-0.700163, 0.206005, -1.687167], [-0.133978, 0.052407, -2.461316], [0.303302, -4.883607, 0.691154], [0.328867, -5.523992, 2.166454], [0.839842, -5.311283, 1.380180], [-0.903759, -1.114698, 0.806816], [-1.992002, -0.298625, 0.269213], [-1.520855, -1.109781, 0.073141], [2.671994, -0.311244, -0.640845], [1.424807, -0.453115, -1.502619], [1.998759, -0.954310, -0.904317], [1.389988, -1.893712, 0.664380], [1.149299, -0.882429, 1.747906], [1.021392, -1.815266, 1.565233]], "atomic_forces_ev_per_a": [[-2.456, -0.453, -0.788], [2.538, 0.411, 0.687], [0.090, -0.084, 0.128], [-0.217, -0.010, 0.061], [-0.043, -0.235, -0.108], [0.004, 0.258, 0.187], [0.102, 0.007, 0.009], [-0.042, -0.192, 0.901], [-0.356, 0.383, -0.411], [0.420, -0.192, -0.497], [0.694, -0.527, 0.144], [-0.418, 0.635, -0.393], [-0.233, -0.173, 0.041], [-0.122, -0.198, -0.010], [-0.553, 0.029, -0.208], [0.737, 0.121, 0.089], [-0.181, 0.181, 0.189], [0.061, 0.290, 0.101], [-0.024, -0.250, -0.123]], "lumo_ev": [3.1, 3.1], "multiplicity": 2, "energy_ev": -32103.6129, "fmax_ev_per_a": 2.661, "charge": -1}

{"formula": "C6H5ClF", "method": "ωB97M-V with the def2-TZVPD basis set", "elements": ["Cl", "F", "C", "C", "C", "C", "C", "C", "H", "H", "H", "H", "H"], "xyz": [[-0.173230, -4.671327, 1.109987], [0.250447, 1.602212, -2.417327], [0.281795, 0.998862, -1.208408], [0.110644, 1.800651, -0.094357], [-0.135291, 1.169191, 1.113791], [-0.178199, -0.193327, 1.108981], [0.015191, -1.020664, -0.022292], [0.173204, -0.384521, -1.246730], [0.184805, 2.822805, -0.290944], [-0.328045, 1.772270, 2.037337], [-0.247102, -0.797112, 2.072499], [0.090823, -2.187896, 0.012241], [-0.045040, -0.911140, -2.174776]], "atomic_forces_ev_per_a": [[0.028, 0.178, -0.076], [0.484, 0.635, -0.529], [-1.296, -0.594, -0.385], [0.470, -1.490, -0.649], [-0.217, 1.301, 0.529], [0.583, -3.547, 1.893], [0.370, -1.033, 0.024], [-0.593, 0.213, 0.587], [-0.093, 1.616, 0.209], [0.295, -0.744, -0.910], [-0.192, 1.138, -1.179], [-0.611, 2.174, 0.448], [0.772, 0.152, 0.038]], "lumo_ev": 3.3, "energy_ev": -21544.5549, "fmax_ev_per_a": 4.062, "charge": -1}